[1]
Below is a molecular structure, C41H61Cl3N3OP2PtSi in a non-equilibrium geometry, with properties calculated with ωB97M-V with the def2-TZVPD basis set.

The HOMO energy is -10.5 eV. The total energy comes out at -4310.45606 Ha. The energy above the lowest of the compared OMol25 structures with the same formula, charge and spin comes out at 31.0 kcal/mol. As for the HOMO-LUMO gap: 6.2 eV. As for the strongest force on any atom: 3.70 eV/Å. Its net charge is +1. Its multiplicity is 1.

XYZ file:
```
113
Properties=species:S:1:pos:R:3:mulliken_charge:R:1
Pt 0.07 0.01 0.58 2.81
C -0.31 3.14 2.47 -1.76
Si 0.19 2.31 0.86 0.50
C 1.97 2.87 0.62 0.71
C 2.39 4.17 0.89 -0.35
C 3.74 4.51 0.86 -0.99
C 4.69 3.54 0.57 -0.87
C 4.29 2.24 0.29 -0.45
C 2.94 1.90 0.31 0.19
P 2.32 0.24 -0.13 -1.98
C 3.58 -0.95 0.55 0.47
C 2.90 -2.27 0.93 0.68
C 2.65 -3.16 -0.28 0.15
C 3.97 -3.50 -0.96 -1.56
C 4.67 -2.22 -1.41 -0.09
C 4.87 -1.25 -0.24 -1.54
C 2.32 0.31 -1.99 0.40
C 1.14 1.18 -2.46 0.53
C 1.25 1.55 -3.95 -0.98
C 2.12 0.54 -4.70 -0.78
C 3.56 0.58 -4.15 -0.99
C 3.59 0.89 -2.64 -0.82
C -1.03 2.95 -0.43 0.57
C -0.93 4.20 -1.03 -0.43
C -1.89 4.65 -1.92 -0.88
C -3.00 3.86 -2.19 -0.98
C -3.13 2.61 -1.58 -0.56
C -2.13 2.14 -0.73 0.30
P -2.16 0.51 0.09 -1.82
C -2.88 -0.78 -1.03 1.26
C -4.30 -0.61 -1.60 -0.51
C -4.71 -1.90 -2.30 -0.92
C -3.77 -2.17 -3.48 -0.85
C -2.32 -2.25 -3.01 -0.82
C -1.91 -1.01 -2.21 -0.37
C -3.18 0.85 1.63 1.00
C -4.69 0.57 1.59 -1.68
C -5.04 -0.91 1.76 0.15
C -4.41 -1.49 3.02 -1.38
C -2.90 -1.29 2.98 0.21
C -2.55 0.19 2.86 -0.52
H -0.52 4.19 2.27 0.61
H 0.51 3.10 3.19 0.47
H -1.19 2.70 2.94 0.42
H 1.66 4.93 1.15 0.46
H 4.05 5.53 1.08 0.43
H 5.74 3.80 0.56 0.47
H 5.05 1.50 0.08 0.31
H 3.86 -0.44 1.48 1.09
H 1.95 -2.04 1.42 -1.38
H 3.55 -2.80 1.64 1.06
H 1.99 -2.65 -0.99 -0.17
H 2.15 -4.08 0.02 0.38
H 3.81 -4.16 -1.82 0.48
H 4.61 -4.03 -0.25 0.37
H 4.08 -1.74 -2.20 -0.21
H 5.65 -2.45 -1.84 0.50
H 5.34 -0.34 -0.61 0.21
H 5.57 -1.70 0.46 0.63
H 2.17 -0.72 -2.32 0.75
H 1.12 2.10 -1.87 -0.68
H 0.21 0.66 -2.26 -0.58
H 1.70 2.54 -4.05 0.41
H 0.26 1.60 -4.39 0.50
H 2.13 0.76 -5.77 0.55
H 1.70 -0.46 -4.58 0.24
H 4.13 1.34 -4.68 0.44
H 4.04 -0.38 -4.34 0.29
H 3.60 1.97 -2.47 0.63
H 4.50 0.49 -2.21 0.14
H -0.08 4.84 -0.80 0.41
H -1.79 5.61 -2.40 0.44
H -3.78 4.21 -2.86 0.45
H -4.02 2.03 -1.78 0.39
H -2.87 -1.68 -0.41 0.26
H -4.30 0.19 -2.35 0.43
H -5.02 -0.35 -0.83 0.24
H -5.74 -1.82 -2.65 0.43
H -4.66 -2.74 -1.59 0.33
H -3.88 -1.36 -4.21 0.33
H -4.05 -3.10 -3.97 0.46
H -1.66 -2.35 -3.87 0.42
H -2.18 -3.14 -2.38 0.21
H -1.92 -0.13 -2.86 0.38
H -0.90 -1.15 -1.84 -0.46
H -3.05 1.93 1.72 0.96
H -5.13 0.97 0.68 0.36
H -5.14 1.12 2.42 0.53
H -4.70 -1.49 0.90 -0.20
H -6.13 -1.01 1.81 0.43
H -4.64 -2.55 3.10 0.51
H -4.82 -1.00 3.91 0.36
H -2.49 -1.82 2.11 -0.69
H -2.42 -1.70 3.87 0.61
H -1.46 0.30 2.83 -0.62
H -2.91 0.71 3.76 0.84
C -0.05 0.83 5.51 -0.36
N 0.75 -0.37 5.39 -0.27
C 1.12 -0.90 4.20 0.37
N 1.82 -2.08 4.27 -0.39
O 0.89 -0.35 3.12 -0.43
H 0.41 1.53 6.21 0.36
H -1.06 0.60 5.84 0.29
H -0.10 1.30 4.53 -0.28
H 0.99 -0.86 6.24 0.17
H 1.90 -2.59 5.13 0.20
H 1.97 -2.59 3.42 0.15
Cl 0.35 -5.20 2.27 -0.02
C -0.84 -4.46 1.31 0.41
Cl -0.47 -5.25 -0.68 -0.16
Cl -2.45 -4.90 1.56 -0.01
C -0.56 -3.12 0.84 -0.78
N -0.33 -2.08 0.43 0.06
```

[2]
Below is C11H18ClP in the gas phase in a non-equilibrium geometry, with properties calculated with ωB97M-V with the def2-TZVPD basis set.

Its structure (SMILES) is CC(C)=C(Cl)P(C)C#CC(C)(C)C. The HOMO energy is -8.5 eV. The total energy comes out at -1231.29577 Ha. The energy above the lowest of the compared OMol25 structures with the same formula, charge and spin comes out at 0.0 kcal/mol. As for the HOMO-LUMO gap: 9.2 eV. As for the strongest force on any atom: 5.88 eV/Å. Its multiplicity is 1.

XYZ file:
```
31
Properties=species:S:1:pos:R:3:nbo_charge:R:1
C -2.47 -0.34 4.41 -0.65
C -2.05 -0.88 3.09 -0.01
C -2.46 -2.30 2.56 -0.63
C -1.02 -0.39 2.41 -0.27
Cl -0.34 1.17 2.82 -0.04
P -0.34 -1.20 0.74 0.80
C 1.38 -1.32 1.41 -0.92
C 0.38 -0.21 -0.61 -0.47
C 0.71 0.28 -1.65 0.15
C 1.13 1.12 -2.82 -0.13
C 1.52 0.06 -3.88 -0.60
C 2.33 2.00 -2.33 -0.58
C -0.08 1.93 -3.23 -0.59
H -1.82 0.53 4.68 0.24
H -2.32 -0.94 5.31 0.23
H -3.45 -0.11 4.34 0.22
H -2.44 -2.40 1.51 0.24
H -1.88 -2.98 3.12 0.22
H -3.43 -2.44 2.76 0.21
H 1.87 -2.10 0.90 0.23
H 1.45 -1.67 2.42 0.22
H 1.84 -0.26 1.38 0.24
H 2.14 0.59 -4.66 0.21
H 2.22 -0.66 -3.46 0.22
H 0.44 -0.35 -4.16 0.22
H 2.87 2.46 -3.29 0.19
H 3.08 1.35 -1.74 0.23
H 1.92 2.80 -1.90 0.21
H 0.13 2.32 -4.13 0.20
H -0.45 2.64 -2.60 0.21
H -0.85 1.28 -3.41 0.21
```

[3]
Below is a molecular structure, C31H53Br3ClF4KLiN3O15S2 in a non-equilibrium geometry, with properties calculated with ωB97M-V with the def2-TZVPD basis set.

The HOMO energy is -4.0 eV. The total energy comes out at -12490.86705 Ha. As for the HOMO-LUMO gap: 1.5 eV. As for the strongest force on any atom: 8.87 eV/Å. Its multiplicity is 1.

XYZ file:
```
114
Properties=species:S:1:pos:R:3:mulliken_charge:R:1
N -4.89 -4.66 0.38 -0.42
C -3.97 -3.63 0.19 -0.03
C -3.19 -3.38 -1.26 -0.55
N -2.65 -1.96 -1.28 0.43
C -1.14 -1.90 -1.31 -0.45
C -0.48 -0.67 -0.45 3.12
C -1.52 0.25 0.41 -0.67
C -1.53 -0.22 2.02 -0.25
S -2.79 0.81 2.94 0.89
O -4.20 0.41 2.39 -0.51
O -2.71 0.69 4.50 -0.58
Cl -2.41 2.86 2.52 -0.01
C -3.30 -1.09 -2.33 0.24
O -4.54 -1.20 -2.81 -0.54
O -2.51 0.07 -2.85 -0.43
H -5.22 -4.60 1.37 0.26
H -3.72 -2.92 1.12 0.12
H -3.94 -3.64 -2.11 0.29
H -2.34 -4.21 -1.30 0.31
H -0.73 -1.80 -2.42 0.13
H -0.65 -2.90 -0.89 0.32
H 0.30 -1.14 0.32 -2.24
H 0.17 0.01 -1.18 -0.59
H -1.05 1.35 0.44 0.09
H -2.59 0.36 -0.04 0.43
H -1.71 -1.38 2.08 0.29
H -0.44 0.03 2.43 0.15
H -2.90 0.85 -2.34 0.30
F -4.33 4.54 1.58 -0.87
C 4.69 6.32 0.45 -0.42
O 3.92 6.14 1.62 -0.19
C 3.66 7.34 2.35 -0.54
C 2.17 7.49 2.69 -0.25
O 1.28 7.68 1.58 -0.49
C 1.16 6.61 0.65 -0.46
C 0.55 5.30 1.18 0.01
O 1.40 4.68 2.14 -0.19
C 0.74 4.29 3.33 -0.85
H 5.75 6.22 0.69 0.29
H 4.42 5.54 -0.26 -0.28
H 4.50 7.29 -0.02 0.44
H 3.99 8.22 1.79 0.38
H 4.23 7.29 3.28 0.38
H 2.07 8.39 3.30 0.45
H 1.82 6.67 3.32 -0.01
H 2.11 6.43 0.14 0.07
H 0.48 6.98 -0.14 0.42
H 0.44 4.60 0.34 -0.07
H -0.44 5.50 1.59 0.58
H -0.11 4.94 3.57 0.50
H 1.46 4.37 4.15 0.25
H 0.41 3.25 3.25 0.07
N 3.09 -0.90 1.53 -0.36
C 2.61 0.36 1.50 -0.01
C 3.41 1.49 1.33 -0.75
C 4.78 1.30 1.19 -0.52
C 5.31 0.02 1.22 -0.66
C 4.43 -1.04 1.39 -0.08
H 1.54 0.45 1.61 0.37
H 2.97 2.48 1.31 0.85
H 5.44 2.16 1.06 0.51
H 6.37 -0.16 1.12 0.42
H 4.79 -2.07 1.42 0.19
C -7.13 -4.99 -1.65 -0.69
C -7.82 -5.72 -2.79 0.48
C -9.27 -5.40 -2.95 -0.46
O -9.78 -6.56 -3.58 -0.34
C -8.96 -7.59 -3.20 0.61
O -9.20 -8.77 -3.39 -0.60
O -7.85 -7.12 -2.56 -0.38
H -7.83 -4.41 -1.05 0.24
H -6.61 -5.69 -0.98 0.31
H -6.39 -4.28 -2.04 -0.05
H -7.27 -5.55 -3.73 0.23
H -9.45 -4.51 -3.56 0.32
H -9.80 -5.28 -1.99 0.31
C 2.06 4.31 -3.66 -0.63
C 3.09 3.56 -2.82 -0.72
C 2.33 2.76 -1.76 0.30
S 0.72 2.41 -2.46 1.39
O -0.28 3.11 -1.68 -0.67
O 0.63 0.99 -2.75 -0.86
C 0.97 3.29 -3.99 -0.97
H 2.50 4.73 -4.57 0.41
H 1.63 5.13 -3.07 0.26
H 3.65 2.88 -3.47 0.33
H 3.81 4.24 -2.36 0.23
H 2.84 1.82 -1.53 0.34
H 2.18 3.35 -0.85 -0.43
H 0.04 3.75 -4.31 0.51
H 1.32 2.57 -4.74 0.35
K -2.00 0.38 -5.03 1.04
Li 1.34 -2.17 1.36 0.76
C 2.43 -1.59 -6.81 -0.35
Br 3.56 -0.03 -6.54 0.00
Br 2.28 -2.67 -5.20 0.01
Br 0.69 -1.11 -7.53 -0.04
H 2.93 -2.22 -7.56 0.35
C 4.95 -5.79 6.09 -1.11
C 3.87 -4.99 5.39 -0.20
O 4.27 -4.66 4.05 -0.27
C 4.06 -5.64 3.11 0.30
O 3.57 -6.74 3.35 -0.49
C 4.48 -5.14 1.72 0.91
F 5.68 -4.49 1.73 -0.24
F 3.57 -4.27 1.19 -0.24
F 4.61 -6.15 0.81 -0.24
H 5.91 -5.26 6.05 0.30
H 4.69 -5.97 7.13 0.37
H 5.10 -6.76 5.60 0.31
H 3.73 -4.04 5.92 0.31
H 2.91 -5.51 5.40 0.32
O -8.81 -2.79 -0.26 -1.05
H -8.39 -1.96 -0.23 0.12
```

[4]
Below is a molecular structure, C14H39ClIN3O2P3Pr in a non-equilibrium geometry, with properties calculated with ωB97M-V with the def2-TZVPD basis set.

The expectation value of S² is 2.002. The HOMO energy (spin up / spin down) is -13.4 / -13.4 eV. The total energy comes out at -3170.12472 Ha. The energy above the lowest of the compared OMol25 structures with the same formula, charge and spin comes out at 19.3 kcal/mol. As for the HOMO-LUMO gap (spin up / spin down): 5.3 / 5.3 eV. As for the strongest force on any atom: 7.54 eV/Å. Its net charge is +2. Its multiplicity is 3.

XYZ file:
```
64
Properties=species:S:1:pos:R:3:mulliken_spin:R:1
C -4.02 -3.12 -0.27 0.00
C -3.31 -1.89 0.12 0.00
H -3.45 -4.05 -0.17 0.00
H -4.35 -2.93 -1.28 0.00
H -4.93 -3.24 0.37 0.00
O -2.05 -1.87 0.07 0.00
I -2.80 2.82 0.58 -0.02
Pr -1.09 0.32 -0.44 2.03
P -2.37 -0.21 2.48 0.00
C -1.01 -0.60 3.62 0.00
C -3.15 1.23 3.33 0.00
H -3.42 1.03 4.38 0.00
H -3.83 -1.34 4.06 0.00
H -4.03 1.49 2.73 0.00
H -4.47 -1.41 2.39 0.00
H -0.08 -0.10 3.30 0.00
H -2.41 2.04 3.28 0.00
C -3.58 -1.50 3.00 0.00
H -1.30 -0.23 4.59 0.00
H -3.13 -2.50 2.89 0.00
H -0.83 -1.68 3.65 0.00
P -1.53 -0.39 -3.16 0.00
C 0.09 -0.81 -3.84 0.00
C -2.59 -1.70 -3.88 0.00
H -3.01 1.46 -3.72 0.00
H -2.10 0.93 -5.17 0.00
H -1.29 1.91 -3.92 0.00
C -2.03 1.11 -4.09 0.00
H -3.63 -1.54 -3.59 0.00
H -2.52 -1.72 -4.98 0.00
H 0.07 -0.78 -4.93 0.00
H 0.38 -1.81 -3.51 0.00
H -2.24 -2.68 -3.51 0.00
H 0.86 -0.09 -3.49 0.00
Cl -4.02 -0.32 -0.95 0.00
C 3.53 0.65 2.72 0.00
N 2.38 1.00 1.87 0.00
C 1.56 2.10 2.37 0.00
P 2.45 0.71 0.25 0.00
O 1.04 0.40 -0.28 0.00
N 2.92 2.00 -0.64 0.00
C 2.10 2.45 -1.76 0.00
C 4.13 2.76 -0.35 0.00
N 3.38 -0.73 0.09 0.00
C 3.77 -0.96 -1.34 0.00
C 2.64 -1.88 0.63 0.00
H 3.16 0.63 3.76 0.00
H 4.32 1.40 2.64 0.00
H 3.90 -0.34 2.45 0.00
H 2.10 3.06 2.34 0.00
H 0.61 2.22 1.79 0.00
H 1.28 1.89 3.40 0.00
H 2.48 3.41 -2.14 0.00
H 2.08 1.70 -2.60 0.00
H 1.03 2.61 -1.42 0.00
H 4.15 3.00 0.73 0.00
H 5.04 2.17 -0.64 0.00
H 4.10 3.68 -0.97 0.00
H 4.22 -0.06 -1.76 0.00
H 4.49 -1.77 -1.33 0.00
H 2.91 -1.27 -1.97 0.00
H 3.32 -2.75 0.52 0.00
H 2.39 -1.76 1.68 0.00
H 1.73 -2.12 0.05 0.00
```

Q: The lowest total energy belongs to which entry?
A: C31H53Br3ClF4KLiN3O15S2

Q: What is the formula in the fourth record?
A: C14H39ClIN3O2P3Pr

Q: multiplicity of number 2 (C11H18ClP)?
A: 1